(1)
This record from OMol25 describes C4H6N2OS in the gas phase. The level of theory is the ωB97M-V functional and the def2-TZVPD basis.

Element x y z (Å)
S: 0.94 -1.43 -0.01
H: 0.32 0.85 1.68
C: 2.13 0.13 -0.01
H: 3.02 0.14 -0.77
C: -0.60 -0.45 0.20
H: -2.48 0.95 -0.19
H: 0.60 0.57 -1.43
N: -1.72 -0.89 -0.10
H: 2.57 0.19 1.01
H: -3.64 -0.41 -0.44
O: 0.10 2.09 -0.03
C: -0.01 0.84 0.55
C: 1.01 1.07 -0.50
N: -2.76 0.07 -0.04

Its SMILES is N/N=C1/SC[C@@H]2O[C@@H]12. Its highest occupied orbital energy is -8.50 eV. The energy above the lowest of the compared OMol25 structures with the same formula, charge and spin is 693.6 kJ/mol. The LUMO energy is 0.56 eV.

(2)
This record from OMol25 describes a molecular structure, C26H47Cl2LaP. The level of theory is the ωB97M-V functional and the def2-TZVPD basis.

Element x y z (Å)
H: -2.51 -0.81 4.48
H: -1.46 -4.33 4.03
H: 1.37 0.09 -3.41
H: 1.29 4.94 0.55
H: 2.76 0.09 0.13
C: 0.54 2.42 -2.37
H: 4.08 -0.44 -3.51
H: 2.24 -2.80 -2.90
C: -0.56 1.19 4.72
H: -3.70 0.08 -4.03
H: 0.31 1.84 4.85
H: -1.86 -0.64 6.11
C: 0.03 2.08 -0.97
H: -0.51 -2.76 5.79
C: -2.07 0.21 -2.62
C: 0.81 2.88 0.09
C: -1.64 -1.04 5.11
C: -0.44 -0.26 4.57
C: -3.47 -0.28 -3.02
H: -4.66 -2.08 -3.14
C: 2.21 1.27 3.01
H: 0.35 -1.58 1.56
H: -1.35 -0.08 -3.39
H: -2.26 -2.97 5.82
H: 0.32 -1.31 -3.18
H: 0.73 4.16 -3.64
H: -0.76 4.11 -2.69
C: -1.38 -3.24 3.87
H: -4.20 0.17 -2.34
C: -0.07 -2.90 3.14
C: 0.32 3.92 -2.65
H: -0.98 -2.34 -1.92
H: -2.38 -0.01 -0.50
H: 4.55 -2.09 -3.12
C: 0.65 4.39 -0.15
H: -2.08 1.31 -2.58
H: -1.55 1.64 4.94
H: -2.25 -2.92 3.27
C: 0.95 4.83 -1.58
C: -1.67 -0.38 -1.26
C: -1.73 -1.91 -1.24
C: -3.13 -2.41 -1.65
C: 1.37 -0.65 -1.38
H: 0.60 5.85 -1.73
H: -3.84 -2.14 -0.85
H: 2.27 1.62 4.05
C: 1.29 -0.87 -2.89
H: -0.39 4.66 0.09
H: 1.88 2.61 0.05
H: 0.79 -3.02 3.82
H: 0.48 2.67 1.12
H: -3.12 -3.50 -1.72
H: 2.83 0.96 -1.41
H: 2.67 1.92 2.25
C: 2.71 -0.04 -0.96
La: -0.35 0.71 2.45
H: 2.04 4.85 -1.73
H: 0.56 -0.71 4.68
P: -0.05 0.25 -0.56
Cl: -2.97 0.65 1.94
H: 1.29 -1.65 -0.90
C: 2.42 -1.81 -3.33
C: -0.07 -1.52 2.61
C: 3.81 -1.32 -2.91
C: -1.43 -2.55 5.23
H: 0.04 1.83 -3.14
H: 1.62 2.19 -2.44
H: -3.04 -2.25 -3.80
Cl: 2.87 -0.31 2.89
H: -1.03 2.38 -0.90
H: 4.83 -0.43 -1.21
H: 0.07 -3.64 2.32
H: -1.50 -2.28 -0.23
C: -3.61 -1.80 -2.98
H: 3.87 -1.86 -0.81
H: 2.38 -1.93 -4.42
C: 3.88 -0.94 -1.42

Its highest occupied orbital energy (spin up / spin down) is -2.94 / -2.09 eV. The total charge is -1. The LUMO energy (spin up / spin down) is 2.46 / 2.47 eV.

(3)
This record from OMol25 describes 4 unconnected molecules or ions with the total composition C2H11O3S. The level of theory is the ωB97M-V functional and the def2-TZVPD basis.

Element x y z (Å)
H: -0.39 1.68 -1.18
H: 0.17 -2.12 2.02
H: -0.79 -0.88 -1.09
H: 1.58 -0.14 -2.81
O: -0.25 -2.89 2.50
C: -0.83 -0.21 -0.22
H: -1.59 -0.72 0.39
S: 0.72 -0.43 0.77
O: 1.58 -1.09 -2.64
H: 0.80 1.61 1.35
H: -1.17 1.78 0.37
H: 1.65 -1.11 -1.67
C: -1.18 1.22 -0.57
H: -0.82 -3.28 1.83
H: -2.10 1.35 -1.15
H: 1.64 2.63 0.70
O: 0.99 2.59 1.40

Its highest occupied orbital energy is -3.70 eV. The energy above the lowest of the compared OMol25 structures with the same formula, charge and spin is 27.1 kJ/mol. The total charge is -1. The LUMO energy is 3.83 eV.

(4)
This record from OMol25 describes 3 unconnected molecules or ions with the total composition C4H16N2O2. The level of theory is the ωB97M-V functional and the def2-TZVPD basis.

Element x y z (Å)
H: -1.06 2.37 1.66
O: 3.10 -1.44 -1.12
H: -0.11 -0.66 0.16
C: -1.80 -1.06 1.21
C: -0.68 1.43 1.24
H: -1.86 0.42 2.91
H: -2.26 -1.09 -1.68
H: -0.85 -2.20 -0.44
H: 1.04 1.56 0.16
H: -1.06 1.54 0.11
H: 2.82 -1.09 -1.96
H: -2.20 0.35 -0.75
N: -1.57 -0.41 -1.26
H: -1.49 -1.94 1.90
H: -2.83 -1.22 1.19
H: 1.08 1.52 -2.68
N: 0.85 1.57 1.08
H: -0.07 -0.29 2.39
H: 2.94 -0.68 -0.63
C: -1.04 -1.16 -0.10
H: 1.14 2.43 1.35
H: 0.74 0.26 -2.10
C: -1.06 0.20 2.06
O: 1.47 0.70 -2.23

Its SMILES is NCCCCN.O.O. Its highest occupied orbital energy is -9.68 eV. The energy above the lowest of the compared OMol25 structures with the same formula, charge and spin is 261.4 kJ/mol. The LUMO energy is 0.67 eV.

(5)
This record from OMol25 describes C7H11NOS in the gas phase. The level of theory is the ωB97M-V functional and the def2-TZVPD basis.

Element x y z (Å)
H: -0.27 2.48 0.99
O: 1.05 -2.05 -0.90
C: 2.15 0.78 -0.81
C: -1.45 0.18 0.12
H: -1.97 -1.88 -0.20
H: 1.28 3.15 0.22
H: -4.12 0.33 -0.28
C: -2.44 -0.83 -0.04
H: -1.69 1.15 -0.08
H: 2.63 -1.13 0.92
H: -4.35 -1.56 -0.42
H: 2.22 1.58 -1.71
C: 0.88 1.08 -0.07
C: 0.57 2.33 0.27
S: 0.44 -1.74 0.39
N: 1.85 -1.38 1.47
H: 1.98 -2.34 1.81
C: -0.13 -0.06 0.10
C: -3.72 -0.71 -0.25
H: 1.92 -0.21 -1.21
H: 3.16 0.81 -0.29

Its highest occupied orbital energy is -8.80 eV. The energy above the lowest of the compared OMol25 structures with the same formula, charge and spin is 308.7 kJ/mol. The LUMO energy is 0.09 eV.

(6)
This record from OMol25 describes a molecular structure, C5H16N3O. The level of theory is the ωB97M-V functional and the def2-TZVPD basis.

Element x y z (Å)
C: -0.99 -0.38 -1.22
C: -0.54 -1.32 1.89
H: -1.38 -1.40 2.58
H: 0.39 2.16 2.10
H: -0.81 -2.07 1.04
H: -1.80 0.26 -0.91
O: -1.39 -1.73 -1.27
H: 0.93 0.73 3.14
H: 1.02 -0.90 0.15
H: 0.46 -1.70 2.20
H: 0.14 -1.14 -2.81
H: 2.61 0.06 -1.49
N: 1.19 1.15 -0.35
H: -2.25 -1.65 -0.79
H: -1.51 0.54 1.00
C: -0.48 0.12 1.34
C: 0.12 1.08 2.40
C: 0.37 0.03 0.06
N: 1.96 0.91 -1.62
H: 0.60 1.96 -0.52
H: -0.88 -0.02 -3.36
H: 0.49 0.58 -2.39
H: 2.59 1.63 -1.76
N: -0.20 -0.15 -2.54
H: -0.63 1.23 3.12

Its highest occupied orbital energy is -12.52 eV. The energy above the lowest of the compared OMol25 structures with the same formula, charge and spin is 468.2 kJ/mol. The total charge is +1. The LUMO energy is -3.08 eV.

| no. | strongest force on any atom (eV/Å) |
| --- | --- |
| 1 | 8.02 |
| 2 | 4.99 |
| 3 | 1.40 |
| 4 | 7.34 |
| 5 | 4.13 |
| 6 | 5.91 |